1.
C25H31F32O6P2 | wB97M-V/def2-TZVPD

```
96
Properties=species:S:1:pos:R:3:forces:R:3
C 9.331322 -4.614274 -1.061161 -0.01 -0.01 -0.12
C 8.751019 -5.484597 -2.191087 0.17 0.22 0.09
C 8.328027 -4.624262 -3.391008 0.11 0.07 0.01
C 7.492582 -5.316301 -4.483033 0.03 -0.01 0.04
C 6.315567 -6.184534 -3.980128 0.10 -0.01 -0.35
P 4.835804 -5.244578 -3.556093 0.03 -0.24 0.12
P 3.033215 -6.619539 -3.542028 0.03 -0.05 0.64
O 3.822654 -7.784787 -2.725394 -0.01 0.09 -0.34
O 2.334407 -5.839989 -2.290836 -0.16 -0.10 -0.65
H 9.918260 -5.215558 -0.359808 -0.16 0.10 -0.09
H 8.531726 -4.116348 -0.497013 0.19 -0.06 -0.14
H 9.993031 -3.838741 -1.469149 -0.12 -0.18 0.10
H 9.519911 -6.200521 -2.514243 -0.31 0.01 0.03
H 7.903458 -6.051065 -1.781536 0.21 0.00 -0.09
H 7.825266 -3.711444 -3.031481 -0.03 -0.25 -0.04
H 9.248916 -4.275145 -3.879777 -0.26 0.07 0.11
H 7.096866 -4.551910 -5.168033 0.16 -0.19 0.06
H 8.134530 -5.962536 -5.095592 -0.13 0.06 0.22
H 5.990689 -6.878163 -4.772472 0.07 0.16 0.18
H 6.559330 -6.795414 -3.103821 -0.02 0.09 -0.18
H 4.981837 -4.579163 -2.332593 0.00 0.07 -0.04
H 4.619554 -4.256470 -4.520492 0.06 0.10 0.05
H 3.776775 -8.643168 -3.170424 -0.05 -0.01 0.13
H 1.376159 -5.781971 -2.439979 0.03 0.07 0.25
C -0.551046 -2.785446 1.583508 0.25 0.32 0.20
C -1.832804 -3.149834 0.828130 0.09 -0.03 -0.08
C -2.816499 -4.112942 1.500380 -0.03 0.06 -0.02
F -2.247664 -5.321447 1.679794 0.10 -0.07 0.01
F -3.885910 -4.265849 0.689295 -0.01 -0.01 0.00
F -1.538526 -3.582038 -0.421312 -0.01 -0.02 0.06
F -2.521306 -1.977167 0.710350 -0.08 -0.05 -0.07
O 0.627514 -3.486491 1.209260 -0.28 -0.37 -0.33
C 1.033161 -4.631525 1.832497 0.06 0.21 0.12
C 1.164962 -5.795067 0.838212 0.13 0.01 0.01
F -0.011285 -6.053363 0.227930 -0.07 0.02 -0.04
F 1.557032 -6.906138 1.496921 -0.03 0.03 -0.01
F 0.265650 -4.963418 2.877706 -0.09 0.00 -0.03
F 2.289295 -4.418308 2.300162 0.01 -0.01 0.08
H -0.351919 -1.752559 1.300547 0.03 -0.01 0.04
H -0.711806 -2.800761 2.658697 -0.06 -0.11 0.09
H -3.148070 -3.715483 2.462462 0.01 -0.01 0.02
H 1.907966 -5.544640 0.080424 0.04 0.03 0.04
C -3.237183 1.114035 -1.018489 -0.27 -0.31 -0.21
C -2.493742 1.679099 0.198065 0.20 0.13 -0.03
C -3.126378 2.858208 0.951821 -0.02 -0.03 0.16
F -3.181981 3.957295 0.185533 0.03 0.06 -0.17
F -2.351867 3.146180 2.034089 -0.05 -0.02 -0.16
F -1.212759 1.971093 -0.115145 -0.08 0.03 -0.04
F -2.470588 0.662617 1.108457 -0.04 0.03 0.13
O -2.797019 1.539840 -2.298199 0.34 0.44 0.23
C -3.328758 2.636924 -2.921372 -0.14 -0.26 -0.05
C -2.255039 3.679598 -3.275259 -0.01 -0.05 0.08
F -1.618736 4.098437 -2.165430 0.00 -0.02 0.12
F -2.870297 4.747565 -3.831410 0.01 0.02 -0.09
F -4.328467 3.192555 -2.218799 0.05 0.05 0.08
F -3.847866 2.226836 -4.102512 -0.08 -0.02 -0.03
H -3.016548 0.047150 -0.997288 -0.01 0.04 -0.03
H -4.315448 1.226638 -0.901124 0.03 0.11 0.04
H -4.126682 2.604898 1.309512 -0.03 -0.02 -0.05
H -1.530569 3.260532 -3.974963 -0.02 0.01 -0.03
C -2.095828 0.341771 6.915956 -0.11 0.22 0.46
C -2.342800 -1.025345 6.275909 -0.01 -0.03 -0.10
C -1.161433 -1.997024 6.237552 -0.01 -0.02 -0.03
F -0.155404 -1.494647 5.490974 0.00 -0.13 -0.02
F -1.573886 -3.150159 5.659745 0.04 -0.06 -0.06
F -2.860810 -0.890849 5.035832 -0.01 -0.03 0.06
F -3.273882 -1.646962 7.058520 -0.02 0.02 -0.01
O -1.833210 1.409366 6.034846 -0.07 -0.14 -0.44
C -0.569391 1.718460 5.621108 0.00 0.15 0.09
C -0.454220 1.638011 4.092016 0.04 -0.07 0.01
F -0.745826 0.382812 3.670442 0.02 0.11 0.00
F 0.818960 1.912664 3.731784 -0.02 0.01 0.00
F 0.360926 0.962429 6.229395 0.08 0.06 -0.01
F -0.326262 3.008509 5.949785 0.04 -0.08 0.07
H -3.042960 0.604196 7.386272 0.04 0.00 0.01
H -1.343696 0.265214 7.703139 0.02 -0.06 -0.08
H -0.798922 -2.212829 7.244595 0.01 0.00 0.00
H -1.135348 2.348926 3.627658 0.03 -0.05 0.01
C -3.676127 7.647931 -2.250144 0.35 -0.32 -0.24
C -5.042274 7.580269 -1.556007 0.02 0.08 0.12
C -6.229070 8.271148 -2.237318 0.00 -0.08 -0.01
F -6.028524 9.599627 -2.317109 0.07 0.09 0.01
F -7.337413 8.053574 -1.496461 -0.03 0.01 0.01
F -4.946083 7.987952 -0.275747 0.01 0.01 -0.04
F -5.378626 6.251998 -1.548790 0.00 -0.03 -0.01
O -2.752092 8.607380 -1.769834 -0.39 0.29 0.34
C -2.672255 9.873633 -2.280090 0.19 -0.16 -0.13
C -2.896861 10.945310 -1.200766 0.04 -0.04 0.01
F -4.117583 10.809805 -0.651017 -0.06 -0.04 -0.03
F -2.819598 12.163799 -1.778737 0.01 -0.02 0.00
F -3.487003 10.059033 -3.331977 -0.10 -0.01 0.03
F -1.403259 10.052532 -2.723686 0.01 0.00 -0.07
H -3.211377 6.691436 -2.013170 0.02 0.04 -0.02
H -3.786475 7.690931 -3.334560 -0.11 0.11 0.04
H -6.387783 7.864795 -3.239441 0.01 0.01 -0.01
H -2.133323 10.857757 -0.425947 0.00 0.00 0.01
```
Positions in Å, forces in eV/Å.

## Properties
E_HOMO ... -12.53 eV
Lowest unoccupied orbital energy ... -3.7 eV
Total charge ... +1
Gap between HOMO and LUMO ... 8.9 eV

Löwdin atomic charge list, values in e, 5 entries: C -0.1056; C -0.2655; C -0.2283; C -0.2451; C -0.3991

2.
C6H12O | wB97M-V/def2-TZVPD

```
19
Properties=species:S:1:pos:R:3:forces:R:3
C 1.891268 0.145365 1.295943 0.69 -0.77 -0.54
C 1.208498 0.941651 0.486973 -0.49 0.68 -0.39
C -0.265332 0.917466 0.399918 -0.19 -0.11 0.24
C -0.978614 2.234328 0.217029 -0.08 0.21 1.22
C -0.953838 -0.198841 0.653273 -0.34 -0.45 -0.26
C -2.348404 -0.286644 1.190645 -0.47 0.42 -1.45
H 1.425918 -0.727822 1.733988 -0.19 0.23 0.41
H 2.973119 0.185504 1.377981 -0.10 0.20 -0.02
H 1.687886 1.785855 -0.010567 0.14 -0.21 0.09
H -0.313694 2.965082 -0.240575 -0.17 0.06 -0.07
H -1.331601 2.641022 1.182636 0.45 0.05 -0.14
H -1.905051 2.136977 -0.332390 0.01 -0.13 -0.55
H -0.544242 -1.170527 0.396451 0.61 0.01 0.61
H -3.065727 -0.450145 0.377010 -0.01 -0.36 -0.09
H -2.708045 0.658141 1.591167 0.23 -0.10 0.65
H -2.430719 -1.143015 1.855567 -0.10 0.25 0.29
O 1.387201 -3.027246 -3.476227 0.13 0.19 -0.44
H 0.908227 -3.507525 -2.799722 0.19 0.03 0.27
H 2.213992 -2.696794 -3.104451 -0.32 -0.21 0.18
```
Positions in Å, forces in eV/Å.

## Properties
E_HOMO ... -8.30 eV
Lowest unoccupied orbital energy ... 0.8 eV
Total charge ... 0
Gap between HOMO and LUMO ... 9.1 eV
ΔE to the lowest compared entry with this formula, charge and spin ... 45.1 kcal per mole
Structure (SMILES) ... C=C/C(C)=C/C.O

natural (NBO) atomic charge list, values in e, 5 entries: C -0.3749; C -0.2036; C -0.0516; C -0.6436; C -0.1576

3.
C28H30F4N7O5S2V | wB97M-V/def2-TZVPD

```
77
Properties=species:S:1:pos:R:3:forces:R:3
V 0.548442 -0.206947 0.175874 0.13 -0.30 0.52
C 0.149590 -2.640287 -2.859305 0.05 -0.03 -0.05
C -0.935959 -2.402784 -1.826945 -0.08 0.01 0.02
N -0.445426 -2.255140 -0.442962 0.00 0.05 0.08
C 0.428612 -3.377385 -0.034742 0.06 0.06 -0.06
C -0.178351 -4.771930 -0.134650 -0.02 -0.03 -0.01
C -1.633471 -2.136344 0.436628 -0.04 -0.05 -0.02
C -1.266233 -1.923009 1.909436 -0.07 -0.10 -0.05
N -0.062494 -1.131521 1.949829 0.03 0.34 0.09
C 0.817564 -1.289597 2.952588 0.01 -0.12 -0.10
C 2.188308 -1.134191 2.653554 0.09 0.00 0.07
F 2.511240 -0.942092 1.330950 -0.11 0.05 -0.01
C 3.196063 -1.255536 3.577968 -0.02 -0.02 0.00
F 4.467878 -1.113286 3.181430 -0.02 0.00 0.03
C 2.909519 -1.562570 4.898369 0.00 0.02 -0.05
C 1.577651 -1.755522 5.217794 -0.05 -0.01 0.01
F 1.245793 -2.050693 6.487853 0.02 0.01 -0.02
C 0.559300 -1.634245 4.293391 0.02 0.02 0.06
F -0.718593 -1.785874 4.707216 0.04 0.00 -0.03
H -0.289293 -2.603101 -3.857090 -0.01 0.01 0.00
H 0.623499 -3.616459 -2.747449 -0.02 -0.01 0.00
H 0.927998 -1.881131 -2.809913 -0.01 0.01 0.03
H -1.667901 -3.221788 -1.874365 0.02 0.00 0.01
H -1.485814 -1.488540 -2.058814 0.02 -0.01 -0.02
H 0.745204 -3.177101 0.987341 -0.03 -0.03 0.01
H 1.331671 -3.324096 -0.646155 -0.01 -0.01 0.01
H -1.098317 -4.862706 0.443759 0.01 0.01 0.02
H 0.528491 -5.500484 0.264013 0.02 0.01 -0.01
H -0.398217 -5.055721 -1.164875 -0.01 0.01 0.00
H -2.277950 -3.019957 0.337044 -0.02 0.03 -0.01
H -2.202972 -1.287357 0.056614 0.04 0.02 0.04
H -1.122891 -2.894424 2.402620 0.02 0.01 -0.02
H -2.125550 -1.452917 2.405645 0.02 -0.02 0.00
H 3.686970 -1.642554 5.641640 0.00 0.00 0.01
N -7.186527 -0.945691 -1.607481 -0.04 -0.02 0.00
C -6.013439 -0.237661 -1.350347 0.02 0.02 -0.02
C -5.351639 0.433432 -2.382120 0.01 0.00 0.01
C -4.165315 1.099400 -2.139166 0.00 -0.07 -0.04
C -3.619986 1.096354 -0.862079 -0.07 0.09 -0.05
C -4.269769 0.441596 0.170737 -0.03 -0.02 0.08
C -5.458426 -0.226022 -0.071116 0.02 0.01 0.00
S -2.077264 1.902964 -0.590180 -0.01 -0.18 -0.01
O -2.009555 3.035112 -1.468480 0.02 0.03 0.03
O -1.956622 2.105508 0.833860 -0.03 -0.03 0.05
N -0.986796 0.776512 -0.977396 0.22 0.21 0.11
C -0.192930 0.884389 -2.077388 -0.13 -0.01 -0.25
N 1.065081 0.466970 -1.792347 0.18 -0.04 -0.27
C 1.984522 0.533419 -2.748077 -0.02 0.06 -0.01
C 1.668310 1.001152 -4.008976 -0.03 -0.02 0.08
C 0.335622 1.334867 -4.222557 0.10 0.00 -0.07
N -0.603122 1.265385 -3.288928 -0.01 0.05 0.03
H -7.711425 -0.624385 -2.404933 0.01 0.00 0.00
H -7.775982 -1.097075 -0.804646 0.01 0.00 0.00
H -5.774076 0.434209 -3.380198 -0.02 -0.01 0.00
H -3.651754 1.621663 -2.936144 0.03 0.01 0.01
H -3.846973 0.467054 1.167171 0.02 0.02 -0.01
H -5.963485 -0.737250 0.740096 -0.02 -0.01 -0.01
H 2.985864 0.217673 -2.479088 0.00 0.00 -0.02
H 2.413218 1.087761 -4.784346 -0.01 0.01 -0.01
H 0.008986 1.664491 -5.203778 -0.03 0.00 0.01
N 1.140549 1.608795 1.374277 -0.46 0.11 -0.05
C 2.167529 2.581441 1.060726 0.14 -0.10 0.08
C 3.045090 3.003130 2.053289 0.08 -0.09 -0.08
C 4.066664 3.886498 1.747068 0.07 0.02 0.06
C 4.215963 4.372018 0.455128 -0.09 -0.02 0.00
C 3.313823 3.980185 -0.519389 0.01 0.00 -0.04
C 2.297390 3.079412 -0.223930 -0.06 0.11 -0.02
S 5.582184 5.474426 0.069655 0.05 -0.02 -0.02
O 5.320927 5.907573 -1.295283 0.00 -0.01 0.02
O 5.482882 6.523803 1.072139 0.00 0.00 0.00
O 6.751315 4.618634 0.218026 0.00 0.03 -0.01
H 1.288395 1.280010 2.325819 0.04 -0.02 -0.04
H 0.225232 2.067594 1.409508 0.01 -0.02 -0.12
H 2.939673 2.625062 3.065565 -0.02 -0.01 0.00
H 4.761176 4.211072 2.511365 0.00 0.00 0.00
H 3.423856 4.387032 -1.516024 0.01 0.01 0.00
H 1.596474 2.788781 -0.994327 -0.04 -0.02 0.02
```
Positions in Å, forces in eV/Å.

## Properties
E_HOMO (alpha / beta) ... -5.07 / -5.25 eV
Spin multiplicity ... 4
Lowest unoccupied orbital energy (alpha / beta) ... 1.9 / 1.9 eV
Total charge ... -1
Gap between HOMO and LUMO (alpha / beta) ... 7.0 / 7.1 eV
ΔE to the lowest compared entry with this formula, charge and spin ... 13.4 kcal per mole

Löwdin atomic charge list, values in e, 5 entries: V 0.8416; C -0.0688; C -0.2425; N -0.2167; C -0.2269